# C4H11FNO

A cluster of 2 separate species, C4H11FNO in total in a non-equilibrium geometry (the ωB97M-V functional and the def2-TZVPD basis, the Open Molecules 2025 dataset).

Last column: Löwdin charge in e.
Element x y z (Å)
C  1.340  0.829  -1.011  -0.033
C  -2.541  0.454  0.409  0.002
C  0.103  -1.458  -0.558  -0.214
C  0.424  0.006  -0.090  -0.210
N  0.938  0.082  1.348  0.213
O  -3.172  -0.121  -0.618  0.028
F  -0.730  -2.161  0.232  -0.022
H  2.357  0.844  -0.633  0.091
H  1.333  0.255  -1.897  0.063
H  0.703  1.703  -1.240  0.103
H  -2.468  1.550  0.372  0.093
H  -2.282  0.076  1.316  0.034
H  -0.412  -1.254  -1.455  0.105
H  0.879  -2.174  -0.812  0.137
H  1.856  -0.178  1.328  0.114
H  0.406  -0.706  1.808  0.178
H  0.592  0.920  1.797  0.167
H  -3.256  -1.098  -0.453  0.148

The HOMO energy (spin up / spin down) comes out at -11.406 / -13.044 eV. The energy is -10569.968 eV. The LUMO energy (spin up / spin down) comes out at -0.178 / -0.127 hartree. As for the maximum force: 5.80 eV/Å. The energy relative to the best compared isomer or geometry (same formula, charge and spin) is 341.8 kJ/mol. Its net charge is +1. Its spin multiplicity is 1.

=====

# C20H18ClN3O5

An isolated molecule of C20H18ClN3O5 in a non-equilibrium geometry (the ωB97M-V functional and the def2-TZVPD basis, the Open Molecules 2025 dataset).

Last column: Löwdin charge in e.
Element x y z (Å)
C  -0.495  -5.337  -2.755  -0.077
O  -1.421  -4.341  -3.114  -0.058
C  -1.286  -3.106  -2.571  -0.196
C  -0.305  -2.729  -1.668  0.002
C  -0.258  -1.436  -1.174  -0.018
C  -1.199  -0.499  -1.570  -0.160
C  -1.149  0.866  -1.030  -0.359
N  -2.296  1.585  -0.950  0.176
N  0.013  1.303  -0.708  0.097
O  0.009  2.615  -0.160  -0.003
C  0.966  2.855  0.749  -0.497
O  0.973  3.913  1.324  0.135
C  1.963  1.795  1.001  -0.060
C  2.377  1.342  2.292  -0.212
C  1.840  1.747  3.587  -0.175
C  2.712  2.118  4.606  -0.011
C  2.230  2.545  5.829  -0.073
C  0.864  2.603  6.053  -0.077
C  -0.019  2.217  5.060  -0.098
C  0.470  1.790  3.838  -0.567
Cl  -0.652  1.254  2.639  0.799
N  3.355  0.481  2.176  0.131
O  3.622  0.347  0.856  0.026
C  2.799  1.126  0.141  -0.244
C  2.946  1.145  -1.331  0.013
C  -2.192  -0.866  -2.483  0.035
C  -2.243  -2.150  -2.990  -0.190
O  -3.160  -2.600  -3.888  -0.061
C  -4.130  -1.702  -4.366  -0.080
H  -0.528  -5.550  -1.682  0.098
H  0.525  -5.060  -3.039  0.098
H  -0.794  -6.227  -3.307  0.095
H  0.434  -3.440  -1.337  0.108
H  0.504  -1.150  -0.467  0.113
H  -3.179  1.106  -0.940  0.104
H  -2.241  2.463  -0.458  0.105
H  3.772  2.070  4.414  0.118
H  2.919  2.835  6.607  0.104
H  0.481  2.943  7.003  0.105
H  -1.085  2.243  5.228  0.104
H  3.698  0.420  -1.628  0.089
H  3.248  2.137  -1.664  0.096
H  1.987  0.907  -1.788  0.068
H  -2.900  -0.124  -2.816  0.105
H  -4.773  -1.334  -3.559  0.097
H  -3.673  -0.852  -4.884  0.098
H  -4.732  -2.271  -5.072  0.096

The HOMO energy comes out at -8.329 eV. The energy is -48259.783 eV. The LUMO energy comes out at 0.019 hartree. As for the maximum force: 1.39 eV/Å. The energy relative to the best compared isomer or geometry (same formula, charge and spin) is 277.4 kJ/mol. The SMILES is COc1ccc(/C(N)=N/OC(=O)c2c(-c3ccccc3Cl)noc2C)cc1OC. Its spin multiplicity is 1.

=====

# C4H11NS

A cluster of 2 separate species, C4H11NS in total in a non-equilibrium geometry (the ωB97M-V functional and the def2-TZVPD basis, the Open Molecules 2025 dataset).

Last column: Löwdin charge in e.
Element x y z (Å)
C  1.064  -0.186  1.387  -0.113
C  0.177  0.355  0.232  -0.511
C  0.460  -0.501  -0.997  -0.262
C  -0.363  -0.127  -2.249  -0.123
S  -1.293  1.229  3.289  0.196
N  -1.272  0.237  0.485  0.038
H  0.777  0.464  2.210  -0.043
H  0.786  -1.213  1.633  0.078
H  2.217  -0.012  1.252  0.121
H  0.430  1.550  0.159  0.192
H  0.241  -1.474  -0.555  0.099
H  1.613  -0.415  -1.197  0.140
H  0.075  0.332  -3.221  0.090
H  -1.253  0.582  -1.827  0.108
H  -0.867  -0.986  -2.663  0.038
H  -1.521  -0.715  0.751  0.092
H  -1.271  0.878  1.311  -0.140

The HOMO energy comes out at -9.574 eV. The energy is -16646.741 eV. The LUMO energy comes out at -0.124 hartree. As for the maximum force: 3.02 eV/Å. The energy relative to the best compared isomer or geometry (same formula, charge and spin) is 487.5 kJ/mol. Its spin multiplicity is 1.

=====

# C28H37N9O3Sc

A structure of composition C28H37N9O3Sc (the ωB97M-V functional and the def2-TZVPD basis, the Open Molecules 2025 dataset).

Last column: Löwdin charge in e.
Element x y z (Å)
Sc  0.077  -0.496  -0.213  1.123
C  1.289  -3.419  0.550  -0.074
N  -0.035  -2.907  0.124  -0.086
C  -1.090  -3.282  1.082  -0.085
C  -1.199  -2.173  2.080  -0.294
N  -0.733  -0.963  1.823  0.079
C  -1.078  -0.176  2.934  -0.198
C  -0.834  1.168  3.209  -0.013
C  -1.301  1.657  4.413  -0.047
C  -1.990  0.841  5.326  -0.040
C  -2.232  -0.492  5.065  0.019
C  -1.762  -0.975  3.850  -0.160
N  -1.815  -2.241  3.267  0.211
C  2.331  -2.639  -0.174  -0.287
N  2.071  -1.430  -0.627  0.058
C  3.250  -0.984  -1.235  -0.207
C  3.541  0.204  -1.901  -0.017
C  4.816  0.347  -2.408  -0.049
C  5.785  -0.661  -2.265  -0.041
C  5.505  -1.845  -1.614  0.019
C  4.219  -1.978  -1.107  -0.157
N  3.591  -3.020  -0.425  0.209
H  1.384  -4.493  0.375  0.150
H  1.389  -3.253  1.626  0.147
H  -0.251  -3.316  -0.781  0.143
H  -0.889  -4.239  1.569  0.147
H  -2.037  -3.382  0.549  0.142
H  -0.286  1.792  2.516  0.099
H  -1.122  2.692  4.674  0.119
H  -2.329  1.268  6.260  0.124
H  -2.754  -1.121  5.773  0.130
H  -2.220  -3.070  3.676  0.191
H  2.801  0.985  -2.023  0.108
H  5.082  1.253  -2.934  0.117
H  6.770  -0.505  -2.681  0.123
H  6.249  -2.624  -1.511  0.129
H  4.001  -3.909  -0.186  0.188
C  0.106  -0.573  -5.001  0.033
N  -1.161  -0.757  -4.282  -0.095
C  -2.343  -0.884  -5.140  0.022
C  -1.200  -0.771  -2.976  -0.349
O  -0.165  -0.640  -2.262  -0.064
C  -2.523  -0.960  -2.252  -0.049
O  -2.275  -1.001  -0.842  -0.180
C  -3.140  -0.165  -0.076  -0.067
C  -2.450  1.176  0.138  -0.381
O  -1.225  1.239  -0.152  -0.065
N  -3.141  2.174  0.629  -0.088
C  -2.520  3.472  0.904  0.022
C  -4.566  2.037  0.965  0.017
H  0.023  0.306  -5.639  0.114
H  0.288  -1.447  -5.625  0.114
H  0.920  -0.445  -4.297  0.088
H  -2.157  -1.663  -5.876  0.116
H  -2.516  0.057  -5.661  0.118
H  -3.230  -1.148  -4.575  0.090
H  -3.002  -1.893  -2.553  0.157
H  -3.193  -0.134  -2.500  0.156
H  -3.302  -0.644  0.892  0.146
H  -4.111  -0.062  -0.560  0.144
H  -1.471  3.438  0.632  0.078
H  -2.618  3.696  1.965  0.107
H  -3.026  4.244  0.326  0.115
H  -5.172  1.886  0.072  0.110
H  -4.890  2.960  1.436  0.109
H  -4.729  1.224  1.671  0.108
C  2.904  4.361  0.827  0.030
N  2.519  2.953  0.930  -0.091
C  3.170  1.995  1.672  -0.007
C  2.506  0.831  1.456  -0.106
N  1.450  1.063  0.598  -0.049
C  1.499  2.358  0.306  -0.144
H  3.875  4.443  0.346  0.108
H  2.949  4.801  1.820  0.108
H  2.162  4.889  0.235  0.100
H  4.031  2.228  2.274  0.144
H  2.716  -0.144  1.861  0.119
H  0.817  2.880  -0.346  0.142

The HOMO energy comes out at -16.067 eV. The energy is -69875.591 eV. The LUMO energy comes out at -0.264 hartree. As for the maximum force: 0.20 eV/Å. The energy relative to the best compared isomer or geometry (same formula, charge and spin) is 0.0 kJ/mol. Its net charge is +3. Its spin multiplicity is 1.

=====

# C8H12

A structure of composition C8H12 in a non-equilibrium geometry (the ωB97M-V functional and the def2-TZVPD basis, the Open Molecules 2025 dataset).

Last column: Löwdin charge in e.
Element x y z (Å)
C  -1.868  -0.813  0.275  -0.096
C  -2.035  0.733  -0.182  -0.059
C  -0.505  0.681  0.016  -0.358
C  0.912  1.110  -0.057  -0.145
C  1.506  0.029  1.060  -0.082
C  1.047  -1.044  0.011  -0.179
C  1.626  -0.034  -0.988  -0.142
C  -0.457  -0.753  -0.364  -0.251
H  -1.610  -1.051  1.242  0.074
H  -2.558  -1.585  -0.279  0.131
H  -2.563  0.876  -1.066  0.071
H  -2.498  1.402  0.573  0.104
H  -0.522  0.647  1.129  0.118
H  1.198  2.317  -0.106  0.175
H  0.999  0.063  1.958  0.068
H  2.531  0.043  1.290  0.090
H  1.473  -2.023  0.077  0.116
H  1.219  -0.050  -2.049  0.114
H  2.700  0.143  -1.050  0.102
H  -0.594  -0.692  -1.493  0.151

The HOMO energy comes out at -9.478 eV. The energy is -8485.175 eV. The LUMO energy comes out at 0.044 hartree. As for the maximum force: 5.14 eV/Å. The energy relative to the best compared isomer or geometry (same formula, charge and spin) is 425.2 kJ/mol. Its spin multiplicity is 1.

=====

# C5H6O

An isolated molecule of C5H6O (the ωB97M-V functional and the def2-TZVPD basis, the Open Molecules 2025 dataset).

Last column: Löwdin charge in e.
Element x y z (Å)
C  -0.045  1.488  0.520  -0.034
C  -0.171  0.098  -0.034  -0.257
C  -1.493  -0.397  -0.404  -0.292
O  -2.507  0.273  -0.370  0.031
C  0.893  -0.802  -0.213  -0.238
C  1.989  -1.454  -0.199  0.172
H  0.847  1.603  1.140  0.083
H  0.005  2.221  -0.296  0.093
H  -0.934  1.724  1.112  0.083
H  0.183  -1.490  0.394  0.190
H  -1.511  -1.452  -0.767  0.128
H  2.745  -1.812  -0.883  0.041

The HOMO energy (spin up / spin down) comes out at -8.237 / -8.238 eV. The energy is -7324.219 eV. The LUMO energy (spin up / spin down) comes out at -0.023 / -0.023 hartree. As for the maximum force: 0.47 eV/Å. The energy relative to the best compared isomer or geometry (same formula, charge and spin) is 488.7 kJ/mol. Its spin multiplicity is 1.